C22H26BrCl3O3Yb | the ωB97M-V functional and the def2-TZVPD basis

Multiplicity   2
Energy   -168514.976 eV
Total charge   +1
HOMO-LUMO gap (alpha / beta)   7.768 / 7.721 eV
Highest occupied orbital energy (alpha / beta)   -11.28 / -11.28 eV

CARTESIAN COORDINATES (ANGSTROEM)
Yb 0.93 2.70 -0.34
C 1.26 -5.33 -0.60
C 2.33 -4.24 -0.65
C 3.18 -4.34 0.62
C 3.21 -4.47 -1.88
C 1.71 -2.84 -0.73
C 2.54 -1.72 -0.82
C 1.94 -0.49 -0.89
Br 3.09 1.05 -0.97
C 0.57 -0.27 -0.89
O 0.15 1.03 -0.99
C -0.28 -1.36 -0.77
C 0.34 -2.62 -0.70
C -1.80 -1.21 -0.68
C -2.17 -0.46 0.61
C -2.50 -2.57 -0.63
C -2.33 -0.47 -1.92
H 1.75 -6.31 -0.56
H 0.62 -5.32 -1.48
H 0.63 -5.25 0.29
H 3.64 -5.33 0.70
H 2.57 -4.17 1.52
H 3.99 -3.60 0.63
H 3.65 -5.47 -1.86
H 4.04 -3.76 -1.92
H 2.63 -4.37 -2.80
H 3.62 -1.82 -0.81
H -0.30 -3.48 -0.62
H -1.93 -1.07 1.48
H -3.25 -0.26 0.62
H -1.66 0.49 0.71
H -2.20 -3.15 0.25
H -2.30 -3.17 -1.52
H -3.57 -2.40 -0.57
H -1.94 0.55 -2.01
H -3.42 -0.41 -1.86
H -2.07 -1.01 -2.83
Cl -4.70 6.17 1.34
C -3.32 5.20 1.70
C -2.69 5.32 2.93
C -1.59 4.53 3.22
C -1.10 3.63 2.28
C -1.76 3.52 1.05
C -2.87 4.29 0.76
C 0.13 2.85 2.62
O 0.30 2.31 3.67
O 1.05 2.85 1.60
H -3.07 6.03 3.65
H -1.10 4.60 4.18
H -1.50 2.77 0.31
H -3.40 4.17 -0.18
Cl 0.15 5.32 -0.81
C 1.84 5.90 -0.85
Cl 2.97 4.51 -0.95
H 2.02 6.43 0.08
H 1.98 6.51 -1.73

C36H36ClN4O4PPtSTe | the ωB97M-V functional and the def2-TZVPD basis

Multiplicity   5
Energy   -95237.625 eV
Total charge   +2
HOMO-LUMO gap (alpha / beta)   6.399 / 6.047 eV
Highest occupied orbital energy (alpha / beta)   -11.78 / -12.85 eV
Relative energy (zero: lowest compared OMol25 entry of this formula, charge and spin)   1.2301 eV

CARTESIAN COORDINATES (ANGSTROEM)
Pt 1.34 0.78 1.28
C -1.93 -4.15 -8.02
O -2.86 -3.09 -8.18
C -3.36 -2.49 -7.10
C -3.01 -2.83 -5.78
C -3.58 -2.15 -4.73
C -4.51 -1.13 -4.98
C -4.90 -0.84 -6.29
C -4.31 -1.49 -7.34
N -5.18 -0.44 -3.98
N -4.81 -0.36 -2.80
C -3.56 -0.29 -2.29
C -2.47 0.22 -3.03
C -1.26 0.41 -2.44
C -1.03 0.11 -1.06
O 0.12 0.30 -0.57
C -2.16 -0.38 -0.28
N -1.93 -0.64 1.02
C -2.95 -1.06 1.75
C -4.24 -1.23 1.25
C -4.48 -0.98 -0.07
C -3.41 -0.55 -0.88
H -1.68 -4.48 -9.02
H -2.37 -4.98 -7.46
H -1.02 -3.80 -7.51
H -2.31 -3.63 -5.59
H -3.33 -2.43 -3.72
H -5.66 -0.09 -6.46
H -4.58 -1.27 -8.37
H -2.62 0.48 -4.07
H -0.43 0.82 -3.01
H -2.74 -1.25 2.80
H -5.04 -1.56 1.91
H -5.46 -1.09 -0.51
Te 2.78 1.28 -1.05
C 4.65 2.07 -0.90
C 5.40 2.43 -2.00
C 6.66 2.96 -1.66
C 6.86 2.99 -0.31
S 5.53 2.39 0.55
H 5.05 2.32 -3.02
H 7.39 3.30 -2.38
H 7.74 3.34 0.22
C -0.81 -1.84 4.53
C 0.08 -1.38 3.42
O 0.05 -0.21 3.06
C 1.02 -2.36 2.80
C 1.39 -3.52 3.48
C 2.32 -4.39 2.93
C 2.89 -4.11 1.69
C 2.51 -2.97 0.99
C 1.58 -2.11 1.55
H -1.51 -1.05 4.78
H -0.20 -2.06 5.42
H -1.33 -2.76 4.27
H 0.97 -3.75 4.45
H 2.61 -5.28 3.47
H 3.61 -4.79 1.26
H 2.93 -2.76 0.02
H 1.22 -1.25 0.97
C -0.15 3.20 3.86
P -0.46 3.41 2.10
C -0.69 5.15 1.78
C -1.99 2.56 1.76
O 0.69 2.88 1.24
H -0.99 3.60 4.44
H 0.76 3.73 4.14
H -0.04 2.14 4.08
H -1.49 5.56 2.41
H -0.95 5.29 0.73
H 0.24 5.68 1.99
H -2.78 2.90 2.43
H -1.83 1.48 1.89
H -2.29 2.74 0.72
Cl 4.76 4.49 3.85
C 4.17 2.87 3.85
C 4.64 1.94 4.77
C 4.12 0.65 4.70
C 3.18 0.35 3.74
N 2.74 1.26 2.86
C 3.24 2.50 2.91
H 5.38 2.22 5.50
H 4.46 -0.11 5.39
H 2.76 -0.65 3.66
H 2.86 3.20 2.18